No. 1
DFT (the ωB97M-V functional and the def2-TZVPD basis) results for a cluster of 2 separate species, CH8OSi2 in total in a non-equilibrium geometry.

XYZ file:
```
12
Properties=species:S:1:pos:R:3:forces:R:3
C 0.2161 -0.9910 -1.0657 -2.4 -1.1 0.4
O 1.2251 -0.1623 -0.7811 -0.3 -0.2 -1.3
Si -2.2635 0.1199 -0.0953 3.4 0.2 -0.6
Si 2.1708 0.2256 0.4399 -0.5 -0.3 3.3
H -0.0017 -0.9795 -2.1305 -0.1 -0.2 0.2
H 0.2659 -2.0079 -0.5946 -0.1 1.0 -0.4
H -1.1704 1.1075 0.4829 -1.6 -0.6 -0.1
H -3.1494 -0.6336 0.8076 0.2 0.0 0.3
H -3.1354 0.7585 -1.1071 0.2 0.0 0.0
H 2.6636 -0.8314 1.4355 -0.2 0.1 -1.0
H 3.2723 0.9010 -0.1036 1.1 0.8 -0.6
H 1.3025 1.0338 1.3379 0.3 0.2 -0.1
```
Forces are in eV/Å.

Charge: 0
Largest force on an atom: 0.0668 Eh/bohr
LUMO level (spin up / spin down): -0.0005 / -0.0048 Eh
Energy relative to the best compared isomer or geometry (same formula, charge and spin): 238.93 kJ/mol
Orbital gap (spin up / spin down): 7.58 / 7.60 eV
E_HOMO (spin up / spin down): -7.60 / -7.73 eV

Results of the natural (NBO) charge analysis, in e, for atoms 1 through 2: atom 1 (C): -0.1143, atom 2 (O): -0.8831

---

No. 2
DFT (the ωB97M-V functional and the def2-TZVPD basis) results for a cluster of 3 separate species, C3H11NO4 in total.

XYZ file:
```
19
Properties=species:S:1:pos:R:3:forces:R:3
N -0.3070 0.1529 0.4376 -0.1 0.7 -0.7
C 0.8521 0.4732 -0.3832 0.4 -0.6 -0.1
C 0.5768 0.9508 -1.8094 -0.2 -0.4 0.4
O 1.4562 0.9507 -2.6298 -0.3 0.2 -0.2
C 1.8228 -0.7135 -0.4363 0.6 0.7 -0.1
O 2.3799 -0.9877 0.8369 -0.1 -0.1 0.1
H -0.2438 0.4638 1.3944 0.0 -0.1 0.0
H -0.5392 -0.8263 0.3901 -0.2 0.0 0.2
H 1.3901 1.3204 0.0387 0.1 0.1 0.3
H -0.4537 1.3032 -2.0036 0.0 0.0 -0.2
H 1.3480 -1.5881 -0.8869 -0.3 -0.1 0.2
H 2.6618 -0.4613 -1.0809 0.0 0.0 0.0
H 1.6869 -0.9027 1.5003 0.0 -0.1 0.0
O -2.6934 2.0914 -1.0591 0.0 0.0 0.1
H -2.4302 1.3996 -0.4374 0.1 0.0 0.0
H -2.2065 2.8689 -0.7659 -0.1 0.0 0.0
O -1.7448 -1.8009 2.0862 -0.2 -0.7 0.5
H -2.4990 -2.2653 2.4793 -0.2 0.5 -0.3
H -1.0569 -2.4291 2.3290 0.5 0.1 -0.1
```
Forces are in eV/Å.

Charge: 0
Largest force on an atom: 0.0183 Eh/bohr
LUMO level: 0.0064 Eh
Energy relative to the best compared isomer or geometry (same formula, charge and spin): 227.83 kJ/mol
Orbital gap: 9.57 eV
E_HOMO: -9.40 eV

Results of the natural (NBO) charge analysis, in e, for atoms 1 through 2: atom 1 (N): -0.8649, atom 2 (C): -0.1998